No. 1
Entry from the Open Molecules 2025 dataset: 9 unconnected molecules or ions with the total composition C36H61ClN8O5 (ωB97M-V/def2-TZVPD).

Cartesian coordinates (Å):
C: -0.68839 4.80801 -4.90502
C: -0.26967 4.06181 -3.55552
O: -0.01687 4.76569 -2.55102
O: -0.21760 2.63966 -3.42170
C: 1.12707 2.12529 -3.49557
O: 1.95118 2.68404 -4.55135
C: 1.65553 2.12708 -5.81367
O: 0.52530 1.65900 -6.10696
O: 2.62300 2.09791 -6.89024
Cl: 3.36997 3.63267 -7.02266
H: -0.69956 5.95103 -4.80824
H: -1.77358 4.51594 -5.17964
H: 0.02168 4.43451 -5.72038
H: 1.64451 2.41283 -2.50181
H: 1.09785 0.97190 -3.49323
C: -3.08610 2.17357 -2.28926
C: -4.11434 1.05744 -2.15437
C: -3.99767 0.28853 -0.83726
C: -2.73159 -0.44320 -0.73149
N: -1.73389 -1.01178 -0.64601
H: -2.06805 1.78043 -2.30269
H: -3.24308 2.71849 -3.22382
H: -3.16928 2.88564 -1.46339
H: -4.01471 0.37177 -3.00167
H: -5.11562 1.49593 -2.21536
H: -4.82512 -0.42450 -0.76858
H: -4.10097 0.97643 0.00719
C: -2.95508 -4.16003 3.47386
C: -3.30187 -4.99911 2.25166
C: -3.62949 -4.15714 1.01654
C: -4.84452 -3.35684 1.19529
N: -5.79489 -2.72295 1.34092
H: -3.80197 -3.54429 3.79096
H: -2.68593 -4.80680 4.30820
H: -2.10734 -3.50045 3.26877
H: -4.14227 -5.65738 2.49362
H: -2.44857 -5.64413 2.01836
H: -3.76822 -4.82395 0.15982
H: -2.78576 -3.50281 0.77609
C: 3.75685 9.54141 -5.71885
C: 4.53225 8.25098 -5.48438
C: 4.20362 7.15764 -6.50262
C: 2.81311 6.70420 -6.40208
N: 1.71909 6.35833 -6.32686
H: 2.68058 9.38886 -5.60397
H: 4.06280 10.30075 -4.99506
H: 3.94353 9.93456 -6.72190
H: 4.33566 7.89228 -4.46932
H: 5.60278 8.47192 -5.54271
H: 4.86769 6.30415 -6.33183
H: 4.40448 7.51834 -7.51589
C: -8.40553 -2.75588 3.59327
C: -9.43130 -3.87391 3.73001
C: -9.31121 -4.64351 5.04656
C: -8.04382 -5.37353 5.15006
N: -7.04515 -5.93967 5.23348
H: -7.38573 -3.14731 3.57751
H: -8.56506 -2.21134 2.65981
H: -8.48857 -2.04414 4.41970
H: -9.33195 -4.55904 2.88231
H: -10.43352 -3.43696 3.67101
H: -10.13754 -5.35768 5.11574
H: -9.41429 -3.95611 5.89152
C: 1.41040 -2.18797 5.21557
C: 2.22510 -3.45835 5.42871
C: 1.90527 -4.55496 4.41330
C: 0.52953 -5.04550 4.53975
N: -0.55418 -5.42279 4.63392
H: 0.34005 -2.36972 5.35168
H: 1.71111 -1.42332 5.93671
H: 1.56625 -1.78614 4.21011
H: 2.05894 -3.82562 6.44608
H: 3.28624 -3.20902 5.35005
H: 2.59496 -5.39072 4.56671
H: 2.07615 -4.18466 3.39782
C: -1.27543 3.11599 4.71845
C: -0.85196 1.65981 4.57032
C: -0.09577 1.12552 5.78811
C: 1.19041 1.80111 5.98483
N: 2.19663 2.33755 6.14261
H: -0.41008 3.77849 4.80302
H: -1.84987 3.43154 3.84393
H: -1.90235 3.25410 5.60362
H: -0.23960 1.55298 3.66953
H: -1.74843 1.04958 4.42076
H: 0.08398 0.05484 5.64991
H: -0.71289 1.23081 6.68552
C: 6.99045 -0.81994 6.48991
C: 7.80635 -2.08921 6.70303
C: 7.48710 -3.18806 5.68752
C: 6.11241 -3.68045 5.81523
N: 5.02952 -4.06002 5.91089
H: 5.92142 -1.00268 6.62660
H: 7.29013 -0.05477 7.21003
H: 7.14500 -0.41833 5.48480
H: 7.64115 -2.45667 7.72059
H: 8.86885 -1.83826 6.62324
H: 8.17757 -4.02307 5.84068
H: 7.65654 -2.81837 4.67179
C: 2.47115 -0.78077 -8.04462
C: 2.09066 -1.64815 -9.23785
C: 3.27247 -1.95701 -10.15878
C: 3.80070 -0.75343 -10.80850
N: 4.21962 0.19328 -11.31141
H: 2.82296 0.20336 -8.36115
H: 1.60346 -0.62998 -7.39749
H: 3.25898 -1.25376 -7.45123
H: 1.29234 -1.15503 -9.80105
H: 1.68154 -2.59307 -8.86590
H: 2.94539 -2.66090 -10.93019
H: 4.06692 -2.45284 -9.59299

Results
Max |F| ... 5.28 eV/Å
Kohn-Sham gap ... 9.62 eV
Highest occupied orbital energy ... -10.4 eV

Atom charges from the Löwdin analysis, given in e for atoms 1 to 99: atom 1 (C): -0.01, atom 2 (C): -0.39, atom 3 (O): 0.07, atom 4 (O): -0.06, atom 5 (C): -0.15, atom 6 (O): -0.01, atom 7 (C): -0.48, atom 8 (O): 0.10, atom 9 (O): -0.46, atom 10 (Cl): 0.75, atom 11 (H): 0.09, atom 12 (H): 0.10, atom 13 (H): 0.06, atom 14 (H): 0.17, atom 15 (H): 0.17, atom 16 (C): -0.11, atom 17 (C): -0.26, atom 18 (C): -0.19, atom 19 (C): -0.23, atom 20 (N): 0.14, atom 21 (H): 0.06, atom 22 (H): 0.07, atom 23 (H): 0.08, atom 24 (H): 0.11, atom 25 (H): 0.11, atom 26 (H): 0.11, atom 27 (H): 0.12, atom 28 (C): -0.14, atom 29 (C): -0.26, atom 30 (C): -0.19, atom 31 (C): -0.22, atom 32 (N): 0.15, atom 33 (H): 0.07, atom 34 (H): 0.03, atom 35 (H): 0.07, atom 36 (H): 0.11, atom 37 (H): 0.11, atom 38 (H): 0.12, atom 39 (H): 0.11, atom 40 (C): -0.11, atom 41 (C): -0.26, atom 42 (C): -0.20, atom 43 (C): -0.26, atom 44 (N): 0.17, atom 45 (H): 0.07, atom 46 (H): 0.07, atom 47 (H): 0.08, atom 48 (H): 0.12, atom 49 (H): 0.11, atom 50 (H): 0.11, atom 51 (H): 0.13, atom 52 (C): -0.12, atom 53 (C): -0.27, atom 54 (C): -0.20, atom 55 (C): -0.24, atom 56 (N): 0.14, atom 57 (H): 0.05, atom 58 (H): 0.07, atom 59 (H): 0.07, atom 60 (H): 0.11, atom 61 (H): 0.11, atom 62 (H): 0.12, atom 63 (H): 0.12, atom 64 (C): -0.12, atom 65 (C): -0.29, atom 66 (C): -0.19, atom 67 (C): -0.20, atom 68 (N): 0.17, atom 69 (H): 0.07, atom 70 (H): 0.06, atom 71 (H): 0.08, atom 72 (H): 0.12, atom 73 (H): 0.04, atom 74 (H): 0.11, atom 75 (H): 0.12, atom 76 (C): -0.11, atom 77 (C): -0.26, atom 78 (C): -0.19, atom 79 (C): -0.24, atom 80 (N): 0.14, atom 81 (H): 0.07, atom 82 (H): 0.07, atom 83 (H): 0.08, atom 84 (H): 0.11, atom 85 (H): 0.11, atom 86 (H): 0.08, atom 87 (H): 0.12, atom 88 (C): -0.11, atom 89 (C): -0.27, atom 90 (C): -0.19, atom 91 (C): -0.18, atom 92 (N): 0.17, atom 93 (H): 0.07, atom 94 (H): 0.07, atom 95 (H): 0.08, atom 96 (H): 0.11, atom 97 (H): 0.11, atom 98 (H): 0.12, atom 99 (H): 0.12

=====

No. 2
Entry from the Open Molecules 2025 dataset: a gas-phase ion, C8H10 (charge +1) (ωB97M-V/def2-TZVPD).

Cartesian coordinates (Å):
C: 1.54997 -1.30421 2.00272
C: 1.73163 -0.13686 0.99928
C: -0.34783 -0.96675 -0.26744
C: 0.56241 0.09135 0.10708
C: 0.30519 1.39396 -0.42869
C: -0.81094 1.48385 -1.22932
C: -1.91298 0.49281 -1.25748
C: -1.66142 -0.70268 -0.66003
H: 1.19007 -2.20146 1.52718
H: 2.50641 -1.49712 2.51592
H: 0.84906 -0.95498 2.77412
H: 2.72652 -0.40721 0.57930
H: 1.94049 0.81642 1.50472
H: -0.12255 -1.98911 0.00552
H: 0.94644 2.11832 0.04592
H: -1.09912 2.42214 -1.69243
H: -2.72070 0.85952 -1.87989
H: -2.39449 -1.49255 -0.52535

Results
Expectation value of S² ... 0.77
Multiplicity ... 2
Max |F| ... 2.95 eV/Å
Total charge ... +1
Kohn-Sham gap (alpha / beta) ... 10.12 / 6.67 eV
Highest occupied orbital energy (alpha / beta) ... -14.7 / -14.8 eV

Taken from the natural (NBO) analysis, the atomic charges in e are: atom 1 (C): -0.60, atom 2 (C): -0.50, atom 3 (C): -0.04, atom 4 (C): 0.23, atom 5 (C): -0.26, atom 6 (C): -0.06, atom 7 (C): -0.02, atom 8 (C): -0.25, atom 9 (H): 0.21, atom 10 (H): 0.25, atom 11 (H): 0.22, atom 12 (H): 0.30, atom 13 (H): 0.25, atom 14 (H): 0.24, atom 15 (H): 0.26, atom 16 (H): 0.24, atom 17 (H): 0.26, atom 18 (H): 0.26